[1]
The following is a DFT calculation (the ωB97M-V functional and the def2-TZVPD basis) of C6H8AgO6 as an isolated structure at a distorted geometry.

Charge   +3
2S+1   3
E_LUMO (spin up / spin down)   -13.0 / -17.4 eV
Expectation value of S²   2.0069
HOMO-LUMO gap (spin up / spin down)   9.3 / 4.9 eV
Maximum force   4.8 eV/A

Positions of all 21 atoms, in Å:
O 3.375 1.258 -1.547
C 2.896 0.684 -0.456
O 2.559 1.333 0.537
O 2.818 -0.597 -0.540
C 2.095 -1.327 0.494
C 0.622 -1.248 0.229
C -0.233 -0.698 1.096
C -1.712 -0.694 0.878
Ag 1.999 3.073 1.199
H 2.369 -0.906 1.467
H 2.471 -2.349 0.401
H 0.269 -1.684 -0.710
H 0.123 -0.258 2.031
H -2.251 -0.868 1.813
H -2.046 -1.422 0.128
O -2.193 0.628 0.472
C -2.312 0.976 -0.742
O -2.877 2.093 -0.974
H -3.119 2.122 -1.948
O -2.078 0.257 -1.788
H -2.774 -0.375 -2.041


[2]
The following is a DFT calculation (the ωB97M-V functional and the def2-TZVPD basis) of C6H8AlO6 as an isolated structure at a distorted geometry.

Charge   +2
2S+1   2
E_LUMO (spin up / spin down)   -10.5 / -10.5 eV
Expectation value of S²   0.7533
ΔE to the lowest compared entry with this formula, charge and spin   0.000 eV
HOMO-LUMO gap (spin up / spin down)   6.7 / 8.8 eV
Maximum force   7.3 eV/A

Positions of all 21 atoms, in Å:
O -0.614 0.069 -1.844
Al 0.519 -1.283 -2.105
O -0.777 -1.296 -3.506
C -1.359 -0.290 -2.983
O -2.356 0.314 -3.293
C -1.071 1.107 -0.964
C 0.038 1.546 -0.091
H -1.444 1.933 -1.595
H -1.921 0.727 -0.381
H 1.043 1.646 -0.504
H -0.213 2.070 0.831
O 2.051 -0.693 1.178
C 1.197 -1.098 0.282
C 1.329 -0.152 2.309
O 1.512 -1.364 -0.874
O -0.020 -1.208 0.742
C -0.049 -0.802 2.128
H 1.642 -0.345 3.385
H -0.882 -0.103 2.252
H -0.209 -1.690 2.748
H 1.586 0.912 2.283